Computed, not measured: 12 unconnected molecules or ions with the total composition C31H76NO15 in a non-equilibrium geometry, with the ωB97M-V functional and the def2-TZVPD basis.

Computed properties:
Gap between HOMO and LUMO = 5.251 eV
Net charge = -1
Energy above the lowest of the compared OMol25 structures with the same formula, charge and spin = 0.0 kJ/mol

Positions of all 123 atoms, in Å:
C  -0.681  2.261  -3.966
C  -0.411  2.845  -2.484
C  0.152  4.322  -2.706
C  -1.855  2.837  -1.800
C  0.605  1.835  -1.819
C  1.339  2.311  -0.495
C  2.757  2.894  -0.871
C  0.532  3.310  0.419
C  1.545  0.995  0.384
C  0.306  0.312  0.860
C  0.411  -0.880  1.712
C  1.729  -1.420  2.123
O  1.768  -2.543  2.972
C  1.713  -1.969  4.321
C  1.751  -3.065  5.448
O  2.382  -2.435  6.582
C  1.870  -3.035  7.806
C  2.960  -3.111  8.935
C  2.969  -1.879  9.918
N  1.615  -1.585  10.475
C  3.889  -2.239  11.179
O  3.829  -3.364  11.736
O  4.726  -1.322  11.575
C  2.924  -0.757  1.624
C  2.839  0.448  0.767
H  -1.482  2.907  -4.433
H  -1.031  1.191  -3.936
H  0.221  2.385  -4.630
H  -0.200  4.968  -1.851
H  -0.362  4.752  -3.617
H  1.254  4.377  -2.884
H  -2.605  3.144  -2.580
H  -2.089  1.794  -1.444
H  -1.923  3.594  -0.977
H  1.413  1.646  -2.592
H  0.075  0.842  -1.715
H  3.299  2.178  -1.548
H  3.381  2.973  0.065
H  2.672  3.914  -1.325
H  1.022  3.289  1.439
H  0.670  4.369  0.054
H  -0.543  3.056  0.571
H  -0.698  0.721  0.564
H  -0.525  -1.389  2.054
H  2.592  -1.278  4.475
H  0.740  -1.405  4.395
H  2.279  -4.010  5.136
H  0.691  -3.296  5.769
H  0.921  -2.535  8.164
H  1.622  -4.122  7.529
H  3.990  -3.233  8.498
H  2.694  -4.008  9.571
H  3.446  -0.979  9.447
H  1.477  -2.136  11.331
H  1.618  -0.614  10.810
H  3.911  -1.196  1.930
H  3.797  0.913  0.445
C  0.325  5.551  -6.221
O  0.904  4.256  -6.231
H  -0.636  5.498  -5.713
H  0.984  6.239  -5.684
H  0.175  5.901  -7.246
H  1.751  4.325  -6.686
C  -4.269  0.643  -4.211
O  -4.191  2.063  -4.167
H  -3.262  0.243  -4.320
H  -4.710  0.266  -3.285
H  -4.875  0.330  -5.065
H  -5.090  2.395  -4.072
C  -1.494  2.670  -8.452
O  -1.027  3.107  -9.727
H  -2.351  3.278  -8.163
H  -1.796  1.622  -8.513
H  -0.700  2.788  -7.712
H  -0.272  2.554  -9.957
C  0.595  -7.592  8.100
O  1.275  -6.342  8.088
H  -0.464  -7.418  7.918
H  0.997  -8.238  7.312
H  0.719  -8.070  9.071
H  2.206  -6.526  8.253
C  -4.838  0.964  -8.693
O  -3.843  -0.040  -8.837
H  -5.148  1.005  -7.650
H  -4.429  1.934  -8.987
H  -5.701  0.718  -9.318
H  -3.586  -0.056  -9.767
C  -4.383  3.147  0.929
O  -3.299  2.247  0.760
H  -4.835  3.335  -0.045
H  -5.131  2.709  1.595
H  -4.021  4.090  1.348
H  -2.915  2.096  1.632
C  -4.265  -3.155  -9.784
O  -3.800  -2.716  -11.056
H  -5.121  -2.549  -9.497
H  -4.568  -4.204  -9.842
H  -3.474  -3.036  -9.041
H  -3.043  -3.265  -11.289
C  -0.829  4.675  3.870
O  -1.364  4.456  2.569
H  -0.365  3.753  4.216
H  -0.075  5.466  3.833
H  -1.629  4.957  4.560
H  -1.768  5.283  2.284
C  -1.002  -10.285  11.175
O  -0.567  -9.784  9.918
H  -1.853  -9.694  11.510
H  -1.307  -11.331  11.074
H  -0.195  -10.203  11.907
H  0.184  -10.320  9.641
C  4.585  -0.220  -2.292
O  5.280  1.022  -2.323
H  3.533  -0.039  -2.507
H  4.998  -0.893  -3.048
H  4.678  -0.669  -1.301
H  6.206  0.837  -2.130
C  1.672  0.710  -6.817
O  0.690  0.115  -7.659
H  1.360  1.726  -6.581
H  1.763  0.135  -5.892
H  2.634  0.738  -7.337
H  0.987  -0.780  -7.854

***

Computed, not measured: a molecular structure, C21H19F10N5PdS, with the ωB97M-V functional and the def2-TZVPD basis.

Computed properties:
Gap between HOMO and LUMO (alpha / beta) = 9.316 / 6.302 eV
Spin multiplicity = 5
Expectation value of S² = 6.093
Net charge = +2
Energy above the lowest of the compared OMol25 structures with the same formula, charge and spin = 79.4 kJ/mol

Positions of all 57 atoms, in Å:
Pd  -0.088  -0.006  -0.046
C  0.141  2.870  -1.404
N  -0.019  2.193  -0.106
C  -1.326  2.490  0.504
C  -2.444  1.956  -0.383
N  -2.094  0.640  -0.920
C  -2.785  0.124  -1.931
C  -3.943  0.687  -2.567
F  -4.449  1.842  -2.155
C  -4.594  0.059  -3.600
F  -5.653  0.621  -4.148
C  -4.150  -1.175  -4.075
F  -4.780  -1.769  -5.053
C  -3.026  -1.774  -3.497
F  -2.594  -2.936  -3.947
C  -2.381  -1.142  -2.472
F  -1.299  -1.737  -1.964
C  1.108  2.476  0.795
C  2.393  1.864  0.251
N  2.181  0.467  -0.151
C  3.121  -0.171  -0.862
C  4.103  0.408  -1.733
F  4.122  1.716  -1.961
C  4.991  -0.356  -2.450
F  5.842  0.221  -3.274
C  4.980  -1.746  -2.340
F  5.830  -2.466  -3.021
C  4.048  -2.368  -1.505
F  4.051  -3.680  -1.374
C  3.153  -1.601  -0.812
F  2.306  -2.222  0.010
H  0.096  3.956  -1.275
H  -0.638  2.560  -2.095
H  1.097  2.609  -1.852
H  -1.459  3.568  0.646
H  -1.347  2.017  1.488
H  -2.640  2.671  -1.179
H  -3.365  1.880  0.202
H  0.867  2.053  1.773
H  1.245  3.555  0.922
H  3.152  1.880  1.040
H  2.784  2.479  -0.552
C  -2.357  -1.028  3.567
N  -0.951  -1.397  3.646
C  -0.265  -1.630  4.929
C  1.149  -2.060  4.497
N  0.998  -2.181  3.042
C  -0.198  -1.787  2.634
S  -0.783  -1.888  0.999
H  -2.645  -0.570  4.509
H  -2.983  -1.903  3.390
H  -2.510  -0.307  2.766
H  -0.787  -2.411  5.483
H  -0.264  -0.720  5.527
H  1.449  -3.010  4.934
H  1.900  -1.309  4.737
H  1.708  -2.516  2.413

***

Computed, not measured: a molecular structure, C11H16N3PbS2 in a non-equilibrium geometry, with the ωB97M-V functional and the def2-TZVPD basis.

Computed properties:
Gap between HOMO and LUMO (alpha / beta) = 5.486 / 5.107 eV
Net charge = +3

Positions of all 33 atoms, in Å:
Pb  0.207  -1.808  0.319
S  -0.548  -2.958  2.498
C  -1.034  -1.323  2.753
N  -0.831  -0.328  1.854
C  -1.394  0.901  2.269
C  -1.365  2.119  1.602
C  -1.901  3.264  2.196
C  -2.354  3.203  3.523
C  -2.350  1.981  4.229
C  -1.912  0.842  3.596
S  -1.844  -0.769  4.216
H  -0.937  2.218  0.602
H  -1.946  4.179  1.650
H  -2.727  4.104  3.997
H  -2.726  1.946  5.249
N  2.474  -0.538  -0.566
C  3.121  -1.163  -1.759
C  2.376  -0.843  -3.047
C  0.976  -1.479  -3.192
C  -0.214  -0.632  -2.683
N  -1.168  -1.412  -1.908
H  2.365  0.462  -0.765
H  3.116  -0.622  0.235
H  3.195  -2.272  -1.542
H  4.147  -0.794  -1.845
H  3.058  -1.202  -3.832
H  2.305  0.245  -3.142
H  1.047  -2.463  -2.670
H  0.831  -1.755  -4.225
H  -0.687  -0.080  -3.505
H  0.139  0.174  -2.019
H  -1.401  -2.318  -2.313
H  -2.020  -0.880  -1.778

***

Computed, not measured: C6H10ClNO2S in the gas phase in a non-equilibrium geometry, with the ωB97M-V functional and the def2-TZVPD basis.

Computed properties:
Gap between HOMO and LUMO = 9.980 eV
SMILES = CC(C)(C)C(=C=N)S(=O)(=O)Cl
Energy above the lowest of the compared OMol25 structures with the same formula, charge and spin = 0.0 kJ/mol

Positions of all 21 atoms, in Å:
C  0.311  0.434  -1.726
C  -0.304  -0.307  -0.535
C  -1.833  -0.317  -0.653
C  0.225  -1.740  -0.465
C  0.089  0.412  0.729
C  -0.545  1.247  1.471
N  -1.108  1.991  2.236
S  1.729  0.038  1.347
O  2.691  0.027  0.293
O  1.709  -1.046  2.273
Cl  2.150  1.708  2.439
H  -0.066  1.454  -1.773
H  1.394  0.458  -1.640
H  0.048  -0.071  -2.655
H  -2.126  -0.830  -1.566
H  -2.222  0.697  -0.687
H  -2.279  -0.831  0.194
H  -0.103  -2.299  -1.339
H  1.311  -1.747  -0.439
H  -0.142  -2.242  0.428
H  -0.929  2.964  2.067

***

Computed, not measured: a gas-phase ion, C2H3FO3P (charge -1) in a non-equilibrium geometry, with the ωB97M-V functional and the def2-TZVPD basis.

Computed properties:
Gap between HOMO and LUMO = 6.764 eV
SMILES = [O-]/C(=C\F)OPO
Net charge = -1
Energy above the lowest of the compared OMol25 structures with the same formula, charge and spin = 348.9 kJ/mol

Positions of all 10 atoms, in Å:
O  2.397  -0.097  -0.066
C  1.339  -0.079  0.538
C  0.825  -0.717  1.571
F  1.572  -1.624  2.402
O  0.253  0.759  -0.267
P  -1.004  0.013  -0.917
O  -1.509  1.021  -2.081
H  -0.227  -0.761  1.820
H  -2.053  0.657  0.012
H  -1.594  0.828  -3.012

***

Computed, not measured: C4H10N2 in the gas phase in a non-equilibrium geometry, with the ωB97M-V functional and the def2-TZVPD basis.

Computed properties:
Gap between HOMO and LUMO = 9.454 eV
SMILES = C=C(CN)CN
Energy above the lowest of the compared OMol25 structures with the same formula, charge and spin = 293.6 kJ/mol

Positions of all 16 atoms, in Å:
C  0.013  -1.576  -0.346
C  0.116  -0.277  -0.230
C  1.015  0.759  0.171
N  2.466  -0.087  0.046
C  -1.332  0.754  -0.170
N  -2.479  0.132  0.414
H  0.882  -2.204  -0.239
H  -0.941  -2.054  -0.533
H  0.957  1.022  1.227
H  1.082  1.603  -0.523
H  3.201  0.220  0.677
H  2.818  -0.179  -0.904
H  -1.236  1.751  0.264
H  -1.496  0.902  -1.240
H  -2.701  -0.755  -0.022
H  -2.365  -0.011  1.410

***

Please write out number 2 again, unchanged.
Computed, not measured: a molecular structure, C21H19F10N5PdS, with the ωB97M-V functional and the def2-TZVPD basis.

Computed properties:
Gap between HOMO and LUMO (alpha / beta) = 9.316 / 6.302 eV
Spin multiplicity = 5
Expectation value of S² = 6.093
Net charge = +2
Energy above the lowest of the compared OMol25 structures with the same formula, charge and spin = 79.4 kJ/mol

Positions of all 57 atoms, in Å:
Pd  -0.088  -0.006  -0.046
C  0.141  2.870  -1.404
N  -0.019  2.193  -0.106
C  -1.326  2.490  0.504
C  -2.444  1.956  -0.383
N  -2.094  0.640  -0.920
C  -2.785  0.124  -1.931
C  -3.943  0.687  -2.567
F  -4.449  1.842  -2.155
C  -4.594  0.059  -3.600
F  -5.653  0.621  -4.148
C  -4.150  -1.175  -4.075
F  -4.780  -1.769  -5.053
C  -3.026  -1.774  -3.497
F  -2.594  -2.936  -3.947
C  -2.381  -1.142  -2.472
F  -1.299  -1.737  -1.964
C  1.108  2.476  0.795
C  2.393  1.864  0.251
N  2.181  0.467  -0.151
C  3.121  -0.171  -0.862
C  4.103  0.408  -1.733
F  4.122  1.716  -1.961
C  4.991  -0.356  -2.450
F  5.842  0.221  -3.274
C  4.980  -1.746  -2.340
F  5.830  -2.466  -3.021
C  4.048  -2.368  -1.505
F  4.051  -3.680  -1.374
C  3.153  -1.601  -0.812
F  2.306  -2.222  0.010
H  0.096  3.956  -1.275
H  -0.638  2.560  -2.095
H  1.097  2.609  -1.852
H  -1.459  3.568  0.646
H  -1.347  2.017  1.488
H  -2.640  2.671  -1.179
H  -3.365  1.880  0.202
H  0.867  2.053  1.773
H  1.245  3.555  0.922
H  3.152  1.880  1.040
H  2.784  2.479  -0.552
C  -2.357  -1.028  3.567
N  -0.951  -1.397  3.646
C  -0.265  -1.630  4.929
C  1.149  -2.060  4.497
N  0.998  -2.181  3.042
C  -0.198  -1.787  2.634
S  -0.783  -1.888  0.999
H  -2.645  -0.570  4.509
H  -2.983  -1.903  3.390
H  -2.510  -0.307  2.766
H  -0.787  -2.411  5.483
H  -0.264  -0.720  5.527
H  1.449  -3.010  4.934
H  1.900  -1.309  4.737
H  1.708  -2.516  2.413

***

Please write out number 2 again, unchanged.
Computed, not measured: a molecular structure, C21H19F10N5PdS, with the ωB97M-V functional and the def2-TZVPD basis.

Computed properties:
Gap between HOMO and LUMO (alpha / beta) = 9.316 / 6.302 eV
Spin multiplicity = 5
Expectation value of S² = 6.093
Net charge = +2
Energy above the lowest of the compared OMol25 structures with the same formula, charge and spin = 79.4 kJ/mol

Positions of all 57 atoms, in Å:
Pd  -0.088  -0.006  -0.046
C  0.141  2.870  -1.404
N  -0.019  2.193  -0.106
C  -1.326  2.490  0.504
C  -2.444  1.956  -0.383
N  -2.094  0.640  -0.920
C  -2.785  0.124  -1.931
C  -3.943  0.687  -2.567
F  -4.449  1.842  -2.155
C  -4.594  0.059  -3.600
F  -5.653  0.621  -4.148
C  -4.150  -1.175  -4.075
F  -4.780  -1.769  -5.053
C  -3.026  -1.774  -3.497
F  -2.594  -2.936  -3.947
C  -2.381  -1.142  -2.472
F  -1.299  -1.737  -1.964
C  1.108  2.476  0.795
C  2.393  1.864  0.251
N  2.181  0.467  -0.151
C  3.121  -0.171  -0.862
C  4.103  0.408  -1.733
F  4.122  1.716  -1.961
C  4.991  -0.356  -2.450
F  5.842  0.221  -3.274
C  4.980  -1.746  -2.340
F  5.830  -2.466  -3.021
C  4.048  -2.368  -1.505
F  4.051  -3.680  -1.374
C  3.153  -1.601  -0.812
F  2.306  -2.222  0.010
H  0.096  3.956  -1.275
H  -0.638  2.560  -2.095
H  1.097  2.609  -1.852
H  -1.459  3.568  0.646
H  -1.347  2.017  1.488
H  -2.640  2.671  -1.179
H  -3.365  1.880  0.202
H  0.867  2.053  1.773
H  1.245  3.555  0.922
H  3.152  1.880  1.040
H  2.784  2.479  -0.552
C  -2.357  -1.028  3.567
N  -0.951  -1.397  3.646
C  -0.265  -1.630  4.929
C  1.149  -2.060  4.497
N  0.998  -2.181  3.042
C  -0.198  -1.787  2.634
S  -0.783  -1.888  0.999
H  -2.645  -0.570  4.509
H  -2.983  -1.903  3.390
H  -2.510  -0.307  2.766
H  -0.787  -2.411  5.483
H  -0.264  -0.720  5.527
H  1.449  -3.010  4.934
H  1.900  -1.309  4.737
H  1.708  -2.516  2.413